Entry 1:
{
  "formula": "C17H9Cl52NO2S",
  "method": "ωB97M-V/def2-TZVPD",
  "symbols": ["C", "C", "S", "C", "O", "C", "N", "O", "H", "H", "H", "H", "H", "H", "H", "H", "H", "C", "Cl", "Cl", "Cl", "Cl", "C", "Cl", "Cl", "Cl", "Cl", "C", "Cl", "Cl", "Cl", "Cl", "C", "Cl", "Cl", "Cl", "Cl", "C", "Cl", "Cl", "Cl", "Cl", "C", "Cl", "Cl", "Cl", "Cl", "C", "Cl", "Cl", "Cl", "Cl", "C", "Cl", "Cl", "Cl", "Cl", "C", "Cl", "Cl", "Cl", "Cl", "C", "Cl", "Cl", "Cl", "Cl", "C", "Cl", "Cl", "Cl", "Cl", "C", "Cl", "Cl", "Cl", "Cl", "C", "Cl", "Cl", "Cl", "Cl"],
  "positions_angstrom": [[0.108343, 0.543420, 1.120813], [0.446785, 0.580252, -0.325726], [-0.523940, -0.690946, -1.109673], [0.435526, -1.303765, -2.537011], [1.564396, -0.546268, -2.887000], [2.676693, -0.834677, -2.223760], [3.536577, 0.238485, -2.194475], [2.920370, -1.874962, -1.759625], [-0.943195, 0.590763, 1.247228], [0.479366, -0.359041, 1.522049], [0.592284, 1.336884, 1.630987], [0.236522, 1.547945, -0.704040], [1.495324, 0.429868, -0.409277], [-0.209297, -1.257414, -3.362793], [0.667547, -2.325656, -2.369155], [3.650159, 0.503056, -1.233556], [3.074314, 1.025293, -2.624568], [-4.019950, -3.026387, -0.257286], [-5.019782, -1.643125, 0.184460], [-2.696227, -3.179362, 0.896425], [-5.010994, -4.484395, -0.210689], [-3.381326, -2.785053, -1.906516], [-0.138117, 1.805990, 6.167964], [0.361603, 1.262433, 7.771832], [1.296295, 2.105035, 5.179957], [-1.130316, 0.557002, 5.423189], [-1.063553, 3.295128, 6.287127], [-2.653613, -3.506182, 6.249468], [-2.480379, -5.221568, 5.886855], [-1.145790, -2.888250, 6.918919], [-3.036739, -2.635619, 4.759031], [-3.953352, -3.290028, 7.425209], [6.191904, 0.412442, -5.486990], [5.111609, 1.807624, -5.549915], [6.418801, -0.203837, -7.124764], [7.751369, 0.912888, -4.829987], [5.492048, -0.830746, -4.463472], [-8.950692, -2.529452, 0.262482], [-8.081538, -3.017249, 1.716028], [-8.206977, -1.079748, -0.417326], [-8.887592, -3.828119, -0.927513], [-10.631116, -2.186833, 0.672664], [-0.530135, 7.162911, 4.149239], [0.212086, 5.650747, 4.663763], [0.669403, 8.456094, 4.159060], [-1.177625, 6.972279, 2.518167], [-1.842606, 7.569286, 5.255887], [5.366016, 0.394893, 5.622394], [6.111443, -1.130526, 6.091883], [6.577760, 1.674828, 5.641830], [4.698210, 0.243001, 3.993417], [4.069263, 0.792145, 6.745255], [-2.383288, -7.465691, -1.126838], [-0.883350, -8.212679, -1.678155], [-2.508065, -7.618506, 0.626779], [-2.397007, -5.760357, -1.561411], [-3.757007, -8.272947, -1.885518], [-3.783835, 1.239495, 9.026402], [-3.574641, -0.468350, 8.639797], [-2.263180, 1.888345, 9.655175], [-4.250148, 2.093304, 7.560439], [-5.054150, 1.428914, 10.237218], [-3.144570, -0.938136, -5.525422], [-1.959056, 0.222772, -6.121573], [-2.288160, -2.386744, -4.961758], [-4.058894, -0.212134, -4.211655], [-4.239866, -1.389266, -6.829042], [7.693565, -0.329126, -11.093054], [6.590612, 1.047850, -11.071784], [7.917487, -0.880400, -12.751737], [9.246639, 0.152942, -10.414196], [7.012279, -1.636729, -10.124766], [-4.362540, 1.752758, 2.856010], [-3.142141, 2.964388, 2.460937], [-3.574420, 0.264060, 3.383494], [-5.388961, 2.353632, 4.155942], [-5.367314, 1.417217, 1.444700], [6.685890, 5.507268, -7.189334], [7.748692, 5.193515, -5.818083], [7.301986, 6.876851, -8.113235], [6.622883, 4.079603, -8.217230], [5.063392, 5.876667, -6.600566]],
  "forces_ev_per_angstrom": [[0.14, -0.02, -0.10], [0.12, -0.10, -0.07], [-0.40, -0.34, -0.19], [-0.01, 0.30, 0.21], [-1.20, 0.73, -0.51], [0.37, 1.57, -0.78], [-0.18, 1.17, -0.11], [0.51, -3.15, 1.72], [-1.07, 0.13, 0.45], [0.21, -1.17, 0.69], [0.28, 0.98, 0.60], [-0.31, 0.89, -0.73], [0.90, -0.36, -0.35], [-0.87, 0.17, -1.14], [0.54, -0.85, 0.31], [0.79, -0.11, 0.50], [0.08, 0.28, -0.32], [-0.01, 0.03, -0.09], [0.26, -0.03, -0.04], [0.08, 0.02, -0.02], [-0.28, 0.06, 0.08], [-0.16, 0.00, 0.39], [0.01, -0.10, -0.02], [0.25, -0.03, -0.04], [-0.01, 0.01, -0.13], [0.12, 0.02, 0.05], [-0.17, -0.14, 0.25], [0.07, -0.04, 0.00], [0.01, -0.10, -0.03], [0.05, 0.05, 0.04], [-0.06, -0.04, 0.02], [-0.07, -0.18, -0.10], [0.01, -0.01, -0.03], [-0.11, 0.15, 0.05], [0.03, -0.05, -0.07], [0.08, 0.04, 0.03], [0.07, -0.13, -0.07], [0.01, 0.00, 0.02], [0.04, -0.01, 0.06], [-0.16, 0.13, -0.06], [0.02, -0.06, -0.06], [-0.09, 0.02, 0.01], [0.04, 0.00, -0.02], [0.14, 0.19, -0.16], [0.04, 0.04, 0.00], [-0.03, -0.01, -0.08], [-0.07, 0.03, 0.06], [-0.01, -0.01, -0.01], [0.04, -0.08, 0.02], [0.06, 0.07, 0.00], [-0.04, 0.00, -0.08], [0.01, -0.02, 0.13], [0.03, 0.01, 0.02], [0.05, -0.03, -0.02], [-0.01, -0.01, 0.09], [0.35, -0.19, -0.24], [-0.07, -0.04, -0.03], [0.05, -0.03, 0.09], [0.02, 0.12, 0.08], [-0.26, 0.08, 0.08], [0.01, 0.12, -0.12], [-0.02, -0.02, 0.07], [0.06, 0.01, -0.07], [0.09, 0.07, -0.04], [-0.07, 0.00, -0.01], [-0.01, -0.02, 0.10], [-0.05, -0.03, -0.06], [0.01, 0.03, 0.02], [-0.06, 0.08, 0.00], [0.01, -0.02, -0.07], [0.07, 0.03, 0.04], [-0.04, -0.11, 0.01], [-0.02, -0.06, 0.03], [0.04, -0.01, -0.02], [-0.17, -0.02, -0.22], [-0.07, 0.08, 0.11], [-0.01, 0.14, -0.07], [0.01, -0.03, 0.02], [0.05, -0.02, 0.08], [0.02, 0.06, -0.04], [0.02, -0.12, -0.10], [-0.09, 0.02, 0.04]],
  "mulliken_charge": [-1.431, -0.042, 0.075, -0.335, -0.347, 0.535, -0.438, -0.544, 0.291, 0.376, 0.428, 0.342, 0.074, 0.160, 0.438, 0.270, 0.235, -0.081, 0.066, -0.008, -0.035, 0.096, 0.227, -0.121, -0.085, 0.151, -0.066, 0.242, -0.101, -0.071, -0.011, -0.108, 0.303, -0.087, -0.017, -0.107, -0.080, 0.304, -0.061, -0.078, -0.088, -0.102, 0.301, -0.010, -0.102, -0.098, -0.104, 0.305, -0.095, -0.099, -0.081, -0.045, 0.252, -0.110, -0.091, 0.039, -0.105, 0.216, -0.027, -0.080, -0.023, -0.108, 0.289, -0.093, -0.097, -0.051, -0.097, 0.367, -0.077, -0.106, -0.095, -0.099, 0.101, -0.061, 0.095, -0.094, -0.076, 0.307, -0.085, -0.105, -0.033, -0.099],
  "orbital_gap_ha": 0.31870,
  "fmax_ev_per_a": 3.62,
  "relative_energy_kcal_mol": 18.3,
  "multiplicity": 1,
  "e_lumo_ev": -0.072,
  "charge": 0,
  "e_tot_ha": -25186.4070
}


Entry 2:
{
  "formula": "C18H10F2INNiO6S",
  "method": "ωB97M-V/def2-TZVPD",
  "symbols": ["Ni", "F", "C", "C", "C", "C", "C", "F", "C", "C", "C", "C", "C", "C", "N", "H", "H", "H", "H", "H", "H", "O", "S", "O", "O", "O", "I", "C", "C", "C", "C", "C", "C", "C", "O", "O", "H", "H", "H", "H"],
  "positions_angstrom": [[0.139294, 0.467497, -0.771751], [-0.761094, -1.569509, 4.001096], [-0.042691, -0.688078, 3.229074], [-0.322636, -0.585208, 1.864640], [0.351484, 0.329415, 1.088986], [1.349499, 1.182233, 1.685338], [1.618218, 0.979152, 3.056557], [2.629403, 1.679906, 3.675215], [0.939392, 0.073815, 3.837780], [1.954749, 2.120106, 0.808376], [2.715511, 3.261479, 1.142075], [3.146756, 4.116137, 0.164604], [2.817469, 3.845181, -1.185494], [2.053805, 2.730301, -1.458314], [1.652470, 1.882087, -0.526983], [-1.075076, -1.240640, 1.447748], [1.175365, -0.046152, 4.884575], [2.919981, 3.469978, 2.180429], [3.709055, 5.007795, 0.412532], [3.132748, 4.507010, -1.977558], [1.739479, 2.507082, -2.469852], [-2.739074, 0.935817, -2.409708], [-1.446828, 1.578861, -2.204481], [-1.332950, 2.851914, -2.895690], [-0.326416, 0.649710, -2.605613], [-1.220406, 1.763553, -0.699641], [-5.562022, -3.963693, -0.462015], [-3.527273, -3.422497, -0.768886], [-2.599708, -4.428563, -0.966200], [-1.275548, -4.077890, -1.155191], [-0.873790, -2.743421, -1.141742], [-1.839845, -1.760032, -0.957616], [-3.171479, -2.090285, -0.772228], [0.612120, -2.418048, -1.330326], [1.330694, -3.323882, -1.754210], [1.035703, -1.271414, -0.997263], [-2.898606, -5.468334, -0.978624], [-0.528628, -4.836366, -1.326109], [-1.578986, -0.702023, -1.007544], [-3.900137, -1.302992, -0.655984]],
  "forces_ev_per_angstrom": [[0.64, -2.00, 1.16], [0.41, 0.36, -0.22], [-0.30, 0.03, -0.79], [-0.16, -0.50, 1.47], [0.87, 0.79, 0.03], [-1.26, -2.05, 1.75], [0.16, 0.50, -1.16], [-0.25, -0.06, -0.11], [-0.16, -0.26, 0.34], [0.65, 1.45, -2.91], [-0.53, -0.84, 0.59], [-0.19, -0.02, -1.68], [0.42, 0.57, 1.22], [0.10, -0.04, 0.09], [1.28, 0.87, 1.68], [-0.03, -0.01, -0.04], [0.03, 0.03, 0.04], [0.05, -0.01, 0.10], [0.05, -0.01, 0.05], [0.00, 0.06, -0.08], [-0.10, -0.13, -0.06], [0.05, -0.05, -0.03], [-1.76, 1.11, -0.64], [0.19, 0.13, -0.02], [0.29, 0.11, -0.12], [-0.27, 0.34, -0.53], [0.27, 0.08, -0.05], [-0.43, -0.10, 0.09], [-0.05, -0.18, 0.02], [0.12, 0.19, -0.02], [-0.02, 0.13, 0.01], [0.17, 0.13, -0.24], [-0.21, -0.02, 0.02], [0.06, 0.25, 0.14], [0.10, -0.55, -0.16], [-0.10, 0.24, -0.05], [-0.03, 0.00, 0.02], [0.15, -0.06, -0.02], [-0.18, -0.53, 0.13], [-0.06, 0.06, -0.02]],
  "mulliken_charge": [-0.322, -0.376, 0.534, -0.077, 0.750, -0.426, 0.494, -0.373, -1.067, 0.665, -1.051, -0.118, -0.821, -0.101, -0.018, 0.449, 0.468, 0.369, 0.380, 0.363, 0.447, -0.711, 1.334, -0.773, -0.645, -0.597, -0.053, -0.024, -0.394, -0.671, 0.272, 0.083, -0.569, 0.158, -0.811, -0.503, 0.340, 0.445, 0.513, 0.438],
  "orbital_gap_ha": 0.18992,
  "fmax_ev_per_a": 3.32,
  "multiplicity": 1,
  "e_lumo_ev": 3.788,
  "charge": -2,
  "e_tot_ha": -3602.1627
}


Entry 3:
{
  "formula": "C18H10F5PSSe2Ti",
  "method": "ωB97M-V/def2-TZVPD",
  "symbols": ["Ti", "F", "C", "C", "F", "C", "F", "C", "S", "C", "F", "C", "F", "Se", "P", "Se", "C", "C", "C", "C", "C", "C", "C", "C", "C", "C", "C", "C", "H", "H", "H", "H", "H", "H", "H", "H", "H", "H"],
  "positions_angstrom": [[-1.464124, -0.025487, 1.506917], [-5.258698, -4.868431, 2.985321], [-4.179524, -4.133290, 2.902455], [-4.299682, -2.753477, 2.712920], [-5.467606, -2.168169, 2.591905], [-3.119042, -2.058335, 2.650264], [-3.195421, -0.652691, 2.417125], [-1.838617, -2.579712, 2.732621], [-0.398632, -1.545176, 2.733049], [-1.765506, -3.960148, 2.896445], [-0.590473, -4.549289, 2.985884], [-2.923212, -4.726996, 2.990597], [-2.831279, -6.023592, 3.163593], [-0.001962, 1.803830, 1.677932], [0.366754, 1.088237, -0.422301], [-1.226754, -0.433350, -0.816438], [1.972768, 0.362011, -0.554229], [2.183519, -1.013793, -0.454971], [3.475564, -1.506250, -0.517160], [4.543407, -0.630937, -0.664952], [4.332796, 0.741164, -0.760725], [3.048168, 1.247717, -0.710256], [0.146156, 2.457508, -1.532873], [0.517948, 2.218731, -2.861624], [0.389314, 3.232121, -3.791831], [-0.100890, 4.474269, -3.403053], [-0.470165, 4.707935, -2.084758], [-0.350474, 3.699301, -1.142803], [1.348402, -1.694524, -0.342176], [3.647773, -2.571688, -0.455493], [5.551474, -1.020655, -0.712480], [5.171742, 1.411859, -0.882703], [2.888351, 2.315332, -0.802739], [0.912647, 1.257430, -3.171535], [0.673237, 3.058061, -4.820370], [-0.192431, 5.266640, -4.133629], [-0.848921, 5.675497, -1.787081], [-0.646607, 3.898348, -0.120846]],
  "forces_ev_per_angstrom": [[0.13, 0.00, -0.02], [0.00, -0.01, 0.00], [-0.05, 0.10, -0.02], [0.22, -0.35, 0.03], [-0.03, 0.05, 0.01], [-0.03, 0.42, -0.11], [-0.10, -0.02, 0.09], [-0.10, -0.08, -0.01], [-0.01, 0.02, -0.03], [-0.04, -0.01, 0.00], [0.02, 0.00, 0.00], [0.04, 0.06, -0.01], [-0.01, -0.01, 0.00], [-0.07, -0.17, 0.16], [-0.03, 0.21, -0.20], [-0.02, -0.18, 0.10], [0.14, 0.03, -0.03], [-0.09, -0.02, 0.05], [-0.05, 0.01, 0.00], [0.03, 0.04, -0.01], [0.02, -0.08, 0.00], [-0.02, 0.02, -0.01], [0.07, 0.04, -0.07], [0.03, -0.08, -0.05], [-0.02, 0.06, -0.01], [-0.01, 0.00, 0.03], [0.02, -0.05, -0.04], [-0.09, 0.04, 0.09], [0.02, -0.01, 0.00], [0.01, 0.00, 0.00], [0.00, 0.00, 0.00], [0.00, 0.01, 0.00], [-0.03, -0.01, 0.01], [0.00, 0.00, 0.04], [0.01, -0.02, 0.00], [-0.01, 0.00, 0.00], [0.00, 0.01, 0.00], [0.03, -0.04, 0.01]],
  "mulliken_charge": [0.191, -0.234, 0.785, -0.361, -0.237, 1.276, -0.293, -0.188, -0.185, 0.449, -0.284, -0.042, -0.215, -0.163, 1.339, -0.198, 0.918, -0.410, -0.778, -0.423, -0.764, -0.320, 0.901, -0.357, -0.727, -0.447, -0.747, -0.362, 0.279, 0.424, 0.427, 0.429, 0.406, 0.390, 0.425, 0.429, 0.421, 0.246],
  "orbital_gap_ha": 0.25084,
  "fmax_ev_per_a": 0.44,
  "relative_energy_kcal_mol": 0.6,
  "multiplicity": 1,
  "e_lumo_ev": -8.731,
  "charge": 2,
  "e_tot_ha": -7582.5638
}


Entry 4:
{
  "formula": "C18H11BrN4O4Pd",
  "method": "ωB97M-V/def2-TZVPD",
  "symbols": ["Pd", "O", "C", "N", "C", "O", "C", "C", "C", "C", "C", "N", "C", "C", "C", "C", "C", "N", "H", "H", "H", "H", "H", "H", "H", "H", "Br", "C", "C", "C", "C", "C", "N", "C", "O", "O", "H", "H", "H"],
  "positions_angstrom": [[0.068493, 0.045357, 0.021044], [-1.880623, 2.357922, 2.655972], [-1.403837, 1.836990, 1.699491], [-0.669809, 0.631295, 1.692129], [-0.454832, -0.180999, 2.826214], [-0.802860, 0.064873, 3.935922], [0.303220, -1.417928, 2.444503], [0.568287, -2.429258, 3.340993], [1.288969, -3.530398, 2.902379], [1.737884, -3.573048, 1.587374], [1.446207, -2.523244, 0.741346], [0.737765, -1.470711, 1.176228], [-1.494348, 2.399493, 0.312213], [-2.234937, 3.522434, 0.015764], [-2.248695, 3.978767, -1.293988], [-1.504929, 3.309201, -2.258758], [-0.776972, 2.195254, -1.895700], [-0.783022, 1.758240, -0.627673], [0.206783, -2.326603, 4.355810], [1.503884, -4.346481, 3.579201], [2.307293, -4.412683, 1.214871], [1.786393, -2.508811, -0.284254], [-2.776676, 4.008785, 0.816357], [-2.829482, 4.851381, -1.561463], [-1.488739, 3.642143, -3.286809], [-0.174661, 1.652046, -2.609845], [2.750131, 0.879807, -0.744287], [2.025682, -0.215367, -2.088569], [2.581408, -0.622469, -3.281964], [1.791303, -1.446517, -4.088704], [0.508655, -1.833850, -3.702566], [0.042202, -1.373685, -2.489604], [0.806431, -0.591976, -1.735770], [-1.276122, -1.614069, -1.813892], [-2.183163, -2.259114, -2.204735], [-1.393242, -0.984574, -0.590415], [3.576076, -0.319616, -3.577259], [2.190894, -1.788551, -5.034690], [-0.113937, -2.470851, -4.316849]],
  "forces_ev_per_angstrom": [[-0.09, 0.19, 0.43], [-0.03, 0.01, -0.03], [-0.04, -0.19, 0.11], [0.18, 0.36, 0.49], [-0.17, 0.11, -0.07], [-0.01, -0.04, 0.02], [0.08, -0.02, -0.02], [0.00, 0.07, 0.03], [0.03, -0.02, -0.03], [0.01, -0.03, 0.05], [-0.04, 0.06, 0.16], [0.11, -0.54, -0.35], [0.05, 0.05, -0.07], [0.04, -0.01, 0.08], [0.01, 0.01, -0.05], [-0.03, 0.05, 0.00], [-0.05, 0.07, 0.16], [-0.13, -0.03, -0.64], [-0.01, -0.01, 0.00], [0.00, 0.00, 0.00], [0.01, 0.00, 0.01], [-0.04, -0.03, -0.01], [-0.01, 0.00, -0.01], [0.00, 0.00, 0.00], [0.01, 0.01, 0.01], [-0.04, -0.02, -0.01], [0.61, 0.29, 0.02], [-0.22, -0.07, 0.06], [-0.07, -0.10, -0.11], [0.13, 0.07, 0.02], [-0.17, -0.07, 0.02], [0.01, 0.07, 0.11], [0.51, 0.14, -0.20], [-0.09, 0.01, 0.10], [0.03, -0.04, -0.10], [-0.57, -0.35, -0.15], [0.00, 0.00, 0.00], [-0.01, -0.01, 0.00], [0.02, 0.00, -0.02]],
  "mulliken_charge": [0.002, -0.488, -0.028, 0.235, -0.030, -0.488, 0.580, -0.623, -0.269, -0.899, -0.154, 0.275, 0.580, -0.621, -0.274, -0.902, -0.153, 0.271, 0.535, 0.475, 0.450, 0.474, 0.536, 0.476, 0.450, 0.478, 0.067, 0.126, -0.687, -0.304, -0.828, 0.713, 0.926, 0.316, -0.444, -0.345, 0.547, 0.466, 0.557],
  "orbital_gap_ha": 0.23593,
  "fmax_ev_per_a": 0.68,
  "relative_energy_kcal_mol": 0.0,
  "multiplicity": 1,
  "e_lumo_ev": -9.811,
  "charge": 2,
  "e_tot_ha": -3913.8074
}